Record 1
This record from the Open Molecules 2025 dataset describes C20H34ClN2O14 as an isolated structure at a distorted geometry. The level of theory is ωB97M-V/def2-TZVPD.

## Properties
Kohn-Sham gap, eV: 7.63
Energy, Ha: -2404.1870
Net charge: -1
Highest occupied orbital energy, eV: -5.41
Relative energy (zero: lowest compared OMol25 entry of this formula, charge and spin), kcal/mol: 821.1

CARTESIAN COORDINATES (ANGSTROEM)
Cl: -0.23831 -0.23372 0.00775
O: -0.14889 -1.16239 1.10512
O: -0.35334 -1.05122 -1.20131
O: -1.34538 0.58552 0.22817
O: 0.98636 0.48986 0.10591
O: 1.39473 -4.78919 1.92463
C: 0.72501 -3.83564 1.94020
N: 1.31920 -2.65710 1.66445
C: -0.72167 -3.94658 2.13226
H: 2.31018 -2.68668 1.47156
H: 0.64286 -2.08687 1.17711
H: -1.18596 -4.72198 2.74159
H: -1.08531 -4.37923 1.20023
H: -1.22341 -2.98175 2.20618
O: -0.90233 -1.56327 4.65568
C: -0.99815 -0.84282 3.71555
N: -0.15702 0.09553 3.37810
C: -2.13566 -1.09624 2.77805
H: 0.55762 0.07057 4.09138
H: 0.04563 0.30688 2.41148
H: -3.05097 -1.37896 3.29803
H: -1.87664 -1.86408 2.04906
H: -2.31523 -0.14447 2.27804
O: -3.33484 2.25560 1.93649
C: -2.64742 2.59293 0.95522
O: -2.41387 3.91025 0.67520
C: -1.96184 4.25181 -0.61123
C: -2.25722 2.97758 -1.39239
C: -2.25650 1.81708 -0.34764
H: -0.88005 4.38055 -0.64669
H: -2.65291 4.99881 -1.00177
H: -1.50385 2.84691 -2.16922
H: -3.12727 3.06248 -2.04347
H: -1.24548 1.56366 -0.02868
H: -2.95087 0.99624 -0.52698
O: -0.18692 -3.43270 -4.68457
C: -0.76077 -2.36651 -4.31976
O: -0.73075 -1.28460 -5.06138
C: -1.39244 -0.20800 -4.45648
C: -1.36925 -0.51736 -2.92588
C: -1.41590 -1.97903 -2.90580
H: -2.44746 -0.10806 -4.71151
H: -0.91021 0.75587 -4.61928
H: -2.15351 -0.15063 -2.26366
H: -0.43456 -0.13993 -2.51114
H: -2.37483 -2.42903 -3.16281
H: -0.82870 -2.26414 -2.03288
O: 4.49143 1.70255 1.75561
C: 3.52047 0.92895 1.91908
O: 3.18870 0.63768 3.14341
C: 1.95281 -0.14447 3.20969
C: 1.99862 -0.83130 1.87707
C: 2.75085 0.02031 0.91777
H: 1.12522 0.54367 3.38200
H: 2.00439 -0.77314 4.09864
H: 0.98580 -0.87559 1.47666
H: 2.28707 -1.87431 1.74660
H: 2.05192 0.52416 0.25014
H: 3.40275 -0.60417 0.30690
O: 2.41664 3.92964 -0.54946
C: 2.21625 2.75884 -0.94939
O: 3.19027 1.79854 -1.00900
C: 2.73285 0.62734 -1.65016
C: 1.52013 0.99364 -2.44252
C: 0.99053 2.26339 -1.66961
H: 2.47490 -0.09271 -0.87357
H: 3.40524 -0.03085 -2.20041
H: 0.80021 0.18280 -2.55369
H: 1.74111 1.35068 -3.44840
H: 0.12494 2.18528 -1.01177
H: 0.62097 3.12313 -2.22850


Record 2
This record from the Open Molecules 2025 dataset describes C20H34F6GeNO4PPtS2 as an isolated structure. The level of theory is ωB97M-V/def2-TZVPD.

## Properties
Kohn-Sham gap, eV: 9.44
Energy, Ha: -5071.3614
Highest occupied orbital energy, eV: -9.07
Relative energy (zero: lowest compared OMol25 entry of this formula, charge and spin), kcal/mol: 0.0

CARTESIAN COORDINATES (ANGSTROEM)
Pt: 0.19001 0.25068 0.87531
F: -3.10863 -3.70737 2.92572
C: -3.31968 -2.43090 2.64003
F: -4.27052 -1.95661 3.43609
F: -3.72384 -2.32369 1.38019
S: -1.77377 -1.41414 2.90359
O: -1.66747 -0.60037 1.68891
O: -1.96191 -0.74194 4.14547
N: -0.66976 -2.54478 2.85324
S: 0.81895 -2.09528 2.76218
O: 0.98460 -0.62986 2.76594
O: 1.52376 -2.84452 1.76906
C: 1.60404 -2.58950 4.35025
F: 1.52015 -3.90504 4.49630
F: 1.00206 -1.99456 5.37606
F: 2.88269 -2.22827 4.32267
C: 1.39383 -0.43027 -2.41747
C: 0.28299 0.60972 -2.62529
C: -0.51956 0.18583 -3.86397
C: 0.91340 1.98077 -2.90816
P: -0.79249 0.59621 -1.08075
C: -1.75417 -0.94794 -1.32570
C: -1.15039 -2.13912 -0.91589
C: -1.77349 -3.36111 -1.11494
C: -3.01683 -3.41600 -1.72565
C: -3.62910 -2.24144 -2.13633
C: -3.00152 -1.02022 -1.94113
C: -1.95060 2.06124 -1.02116
C: -1.15210 3.25017 -0.46420
C: -2.57947 2.48118 -2.35431
C: -3.05708 1.73717 -0.00823
H: 2.04563 -0.41859 -3.29430
H: 0.98259 -1.43568 -2.32521
H: 1.99633 -0.22920 -1.53237
H: 0.15893 0.18211 -4.72080
H: -1.33249 0.87202 -4.09144
H: -0.92855 -0.81728 -3.75954
H: 1.64605 1.85803 -3.70932
H: 1.43010 2.39810 -2.04943
H: 0.17928 2.70696 -3.25178
H: -0.18026 -2.12487 -0.43261
H: -1.28447 -4.26465 -0.77441
H: -3.51077 -4.36741 -1.87384
H: -4.60044 -2.27177 -2.61279
H: -3.50255 -0.12437 -2.27844
H: -0.34170 3.56144 -1.12189
H: -0.73540 3.01243 0.51353
H: -1.83278 4.09711 -0.34859
H: -1.84142 2.84175 -3.06668
H: -3.26605 3.30778 -2.15468
H: -3.15650 1.69184 -2.83155
H: -2.63934 1.46552 0.96303
H: -3.70398 0.92401 -0.33398
H: -3.67204 2.63086 0.12084
C: 3.47019 1.34428 3.31300
Ge: 3.52643 0.95043 1.39847
C: 4.80644 2.19832 0.57507
C: 4.15324 -0.85860 1.00928
C: 1.82336 1.39863 0.50248
H: 4.47537 1.27267 3.73097
H: 2.81921 0.65208 3.84304
H: 3.10776 2.36011 3.47573
H: 5.80621 2.05786 0.98899
H: 4.50806 3.23274 0.75152
H: 4.85990 2.03240 -0.50213
H: 4.88020 -1.17083 1.76060
H: 4.64817 -0.87340 0.03682
H: 3.33965 -1.57834 0.99741
H: 2.08266 1.49410 -0.54826
H: 1.53888 2.40140 0.84543


Record 3
This record from the Open Molecules 2025 dataset describes C20H34N3O8Sr as an isolated structure at a distorted geometry. The level of theory is ωB97M-V/def2-TZVPD.

## Properties
Kohn-Sham gap, eV: 3.89
Energy, Ha: -1579.1799
Net charge: -1
Highest occupied orbital energy, eV: -2.64

CARTESIAN COORDINATES (ANGSTROEM)
N: 1.28212 -0.65180 0.18072
H: 1.53040 -1.46626 0.81127
H: 1.69737 0.22683 0.58959
H: 0.32336 -0.61705 -0.15258
H: 1.90922 -0.88360 -0.60687
Sr: 4.40022 0.05903 1.57828
C: 1.92487 -0.66676 4.78951
C: 1.62289 -1.47433 3.52128
O: 2.59573 -1.33266 2.56092
H: 2.05054 0.37848 4.48280
H: 2.81217 -1.06302 5.28396
H: 1.08650 -0.66465 5.50018
H: 0.60922 -1.16883 3.15281
H: 1.46873 -2.54303 3.78198
C: -0.48096 -4.90595 1.43434
C: -0.12993 -3.79943 0.41058
O: 1.14759 -3.79170 0.07726
H: 0.09417 -4.74366 2.34499
H: -0.30857 -5.89671 1.00418
H: -1.55696 -4.86643 1.70661
H: -0.45657 -2.83350 0.91890
H: -0.85316 -3.89567 -0.45681
C: 3.30778 -1.71863 -2.66623
C: 4.34710 -1.05551 -1.76545
O: 4.09693 -1.29296 -0.43713
H: 2.27634 -1.46437 -2.40752
H: 3.38444 -2.80362 -2.57762
H: 3.44411 -1.47902 -3.73175
H: 4.44104 0.02980 -2.01403
H: 5.33137 -1.48802 -2.06881
C: 2.29291 2.59585 -1.36959
C: 2.37388 2.87324 0.12096
O: 2.70152 1.73285 0.86148
H: 1.97641 3.52251 -1.86288
H: 1.54876 1.81351 -1.50863
H: 3.24278 2.28047 -1.80157
H: 1.35133 3.17616 0.41187
H: 3.07827 3.68755 0.34764
C: -1.30110 2.43596 1.65031
C: -0.74648 3.24479 2.63174
C: -1.26047 4.49799 2.87238
C: -2.45595 4.84526 2.27046
C: -3.08553 4.00789 1.37172
C: -2.49065 2.80965 1.01770
N: -3.05837 6.14922 2.56795
O: -2.41875 6.93056 3.24794
O: -4.15420 6.38776 2.11788
H: -0.85274 1.45952 1.50732
H: 0.20090 2.95276 3.06965
H: -0.74305 5.22138 3.48542
H: -4.06969 4.24328 0.98770
H: -2.96705 2.08158 0.37535
C: -4.20679 -2.05957 -4.91421
C: -3.54799 -0.84007 -5.03196
C: -2.65730 -0.44559 -4.04962
C: -2.52370 -1.25353 -2.92675
C: -3.15628 -2.45883 -2.80558
C: -3.99820 -2.87500 -3.81081
N: -1.66867 -0.82316 -1.83038
O: -1.09224 0.24988 -1.93644
O: -1.56805 -1.57383 -0.88823
H: -4.83887 -2.36285 -5.74229
H: -3.68059 -0.25047 -5.92823
H: -2.16597 0.51474 -4.11487
H: -2.93761 -3.08408 -1.94791
H: -4.51854 -3.81439 -3.69087